Entry 1:
Molecular formula: C13H32Cr2O15S4
Method: DFT, the ωB97M-V functional and the def2-TZVPD basis

```
66
Properties=species:S:1:pos:R:3:forces:R:3
Cr 13.766 -20.875 19.460 1.54 0.24 3.64
Cr 11.943 -17.902 19.776 -0.77 -0.38 3.27
C 13.368 -19.078 21.499 1.06 0.81 -7.97
O 14.416 -19.739 21.041 0.53 0.26 2.02
O 13.264 -17.806 21.481 0.83 -0.20 1.94
O 12.316 -19.640 20.906 -2.42 -1.04 -0.61
O 15.931 -21.452 19.713 -0.92 0.27 -0.72
S 17.218 -22.038 20.023 0.95 0.50 -0.16
O 17.266 -23.369 20.520 -0.21 -0.10 0.06
O 18.074 -21.894 18.722 -0.42 -0.41 0.18
C 18.872 -23.057 18.272 0.48 0.61 -0.58
C 20.148 -23.176 19.075 -0.56 -0.38 0.54
C 18.061 -20.897 21.088 -0.29 -0.55 -0.53
H 19.068 -22.763 17.242 0.05 -0.16 0.00
H 18.253 -23.950 18.274 -0.01 0.02 0.16
H 19.907 -23.614 20.047 0.16 -0.06 -0.03
H 20.611 -22.210 19.267 0.10 0.05 -0.36
H 20.837 -23.849 18.569 0.09 0.10 -0.02
H 19.058 -21.302 21.244 -0.05 -0.10 0.26
H 17.456 -20.839 21.988 0.18 0.26 0.13
H 18.153 -19.973 20.526 -0.23 0.19 0.22
O 8.166 -20.053 18.681 0.30 0.00 -0.63
S 8.864 -19.368 19.700 -0.60 0.07 1.98
O 10.104 -18.655 19.426 0.49 -0.04 -1.10
O 8.005 -18.253 20.359 0.18 0.21 -0.10
C 6.560 -18.431 20.441 -1.04 0.57 -0.65
C 5.875 -17.534 19.428 -0.58 -0.13 -0.85
C 9.142 -20.447 21.088 -0.29 0.69 -0.42
H 6.218 -18.098 21.418 0.60 -0.36 0.31
H 6.328 -19.477 20.253 -0.11 -0.01 0.24
H 5.768 -17.984 18.437 0.53 -0.08 0.04
H 6.363 -16.567 19.314 0.11 -0.04 0.18
H 4.830 -17.344 19.685 0.15 -0.01 0.48
H 9.408 -19.819 21.936 0.42 0.00 -0.10
H 9.903 -21.156 20.782 -0.08 -0.24 0.27
H 8.164 -20.873 21.306 0.12 -0.41 -0.17
O 13.706 -22.545 20.855 -0.42 0.21 -0.51
S 13.620 -23.416 22.002 0.21 -0.52 1.67
O 13.107 -24.729 21.850 -0.35 -0.18 -0.45
O 15.059 -23.474 22.593 0.12 0.59 -0.36
C 15.463 -24.616 23.417 0.67 -0.01 0.23
C 16.868 -24.335 23.896 0.09 0.22 -0.26
C 12.763 -22.593 23.338 -0.29 -0.16 -1.51
H 15.417 -25.485 22.770 -0.22 -0.20 0.26
H 14.838 -24.667 24.309 -0.44 -0.24 -0.34
H 17.239 -25.179 24.476 -0.10 -0.04 0.04
H 16.870 -23.451 24.534 0.08 -0.02 0.02
H 17.548 -24.177 23.060 -0.03 0.00 -0.02
H 13.392 -21.756 23.616 -0.10 -0.03 0.45
H 12.543 -23.365 24.067 0.31 0.19 0.36
H 11.816 -22.258 22.911 0.02 0.14 0.13
O 9.808 -17.447 22.967 0.27 -0.44 -0.30
S 10.364 -16.286 22.353 -0.86 0.99 1.05
O 10.939 -16.361 21.033 0.36 -0.15 -0.94
O 9.261 -15.180 22.196 0.37 -0.37 0.03
C 8.276 -15.073 23.275 -0.31 0.47 0.54
C 7.934 -13.618 23.493 -0.19 0.50 -0.91
C 11.511 -15.502 23.445 1.03 -0.02 -1.06
H 8.651 -15.497 24.207 0.11 -0.32 -0.21
H 7.407 -15.626 22.929 0.00 -0.09 0.12
H 7.854 -13.143 22.510 -0.15 0.02 0.09
H 8.648 -13.017 24.053 0.20 -0.38 0.15
H 6.958 -13.522 23.966 0.04 -0.12 0.11
H 11.516 -14.446 23.177 -0.35 0.11 0.42
H 12.505 -15.829 23.124 -0.11 -0.38 0.23
H 11.345 -15.748 24.485 -0.28 0.14 0.03
```
Forces are in eV/Å.

Properties
2S+1   9
Orbital gap (alpha / beta)   8.32 / 8.57 eV
LUMO level (alpha / beta)   -7.30 / -7.52 eV
Net charge   +2
Electronic energy   -5324.2355 hartree

Calculated atomic charges, method natural (NBO), unit e: number 1, Cr, carries 1.58; number 2, Cr, carries 1.53; number 3, C, carries 0.98; number 4, O, carries -0.74; number 5, O, carries -0.73; number 6, O, carries -0.89; number 7, O, carries -1.05; number 8, S, carries 2.43; number 9, O, carries -0.91; number 10, O, carries -0.72; number 11, C, carries -0.07; number 12, C, carries -0.65; number 13, C, carries -0.87; number 14, H, carries 0.21; number 15, H, carries 0.21; number 16, H, carries 0.22; number 17, H, carries 0.22; number 18, H, carries 0.25; number 19, H, carries 0.26; number 20, H, carries 0.26; number 21, H, carries 0.26; number 22, O, carries -0.87; number 23, S, carries 2.43; number 24, O, carries -1.05; number 25, O, carries -0.71; number 26, C, carries -0.09; number 27, C, carries -0.65; number 28, C, carries -0.88; number 29, H, carries 0.21; number 30, H, carries 0.21; number 31, H, carries 0.23; number 32, H, carries 0.23; number 33, H, carries 0.24; number 34, H, carries 0.28; number 35, H, carries 0.25; number 36, H, carries 0.27; number 37, O, carries -1.06; number 38, S, carries 2.43; number 39, O, carries -0.90; number 40, O, carries -0.73; number 41, C, carries -0.07; number 42, C, carries -0.63; number 43, C, carries -0.88; number 44, H, carries 0.22; number 45, H, carries 0.19; number 46, H, carries 0.24; number 47, H, carries 0.21; number 48, H, carries 0.23; number 49, H, carries 0.25; number 50, H, carries 0.27; number 51, H, carries 0.25; number 52, O, carries -0.93; number 53, S, carries 2.43; number 54, O, carries -1.03; number 55, O, carries -0.71; number 56, C, carries -0.08; number 57, C, carries -0.64; number 58, C, carries -0.91; number 59, H, carries 0.20; number 60, H, carries 0.20; number 61, H, carries 0.23; number 62, H, carries 0.23; number 63, H, carries 0.24; number 64, H, carries 0.27; number 65, H, carries 0.28; number 66, H, carries 0.27



Entry 2:
Molecular formula: C13H32HgN2O5
Method: DFT, the ωB97M-V functional and the def2-TZVPD basis

```
53
Properties=species:S:1:pos:R:3:forces:R:3
Hg -8.617 27.235 -21.166 0.00 -0.02 0.02
C -1.953 28.633 -20.716 -0.13 -0.29 -0.45
C -3.466 28.215 -20.741 1.84 1.65 0.20
O -4.042 28.268 -21.845 -0.36 -0.52 0.33
O -4.062 28.001 -19.659 -0.30 -0.38 -0.35
H -1.472 28.916 -19.780 -0.60 -0.27 0.38
H -1.789 29.485 -21.376 -0.45 0.10 -0.14
H -1.332 27.854 -21.157 -0.17 -0.31 0.04
C -12.404 30.324 -16.184 -0.12 1.25 0.31
C -12.595 28.859 -16.613 0.01 0.08 -2.02
C -14.004 28.656 -17.185 -1.14 -0.52 0.09
O -11.604 28.430 -17.422 -0.39 0.24 0.74
H -12.359 30.936 -17.085 -0.27 -0.10 -0.13
H -11.568 30.688 -15.587 0.41 -0.97 -0.01
H -13.274 30.612 -15.594 -0.25 -0.03 -0.19
H -12.587 28.260 -15.702 0.47 -0.49 0.86
H -14.772 28.771 -16.420 0.11 0.40 0.31
H -14.231 27.650 -17.537 0.72 -0.24 -0.08
H -14.315 29.299 -18.008 0.54 0.36 0.00
C -7.474 20.902 -21.230 -0.01 0.44 -1.11
C -7.593 22.362 -21.816 0.35 -1.01 1.33
C -8.194 22.390 -23.185 -0.96 1.05 -1.21
O -8.637 23.742 -23.529 0.16 -0.08 0.73
C -8.820 24.048 -24.912 0.33 -1.85 0.26
N -8.364 23.097 -20.829 -0.39 0.80 0.40
H -6.803 20.256 -21.795 0.23 -0.04 0.18
H -8.453 20.422 -21.253 -0.24 0.08 -0.24
H -7.236 20.928 -20.166 0.53 0.12 -0.18
H -6.624 22.835 -21.977 0.20 0.03 0.74
H -9.001 21.659 -23.226 -0.55 0.13 -0.25
H -7.442 22.074 -23.907 0.14 -0.10 -0.14
H -8.900 25.101 -25.184 0.21 0.09 0.84
H -9.723 23.552 -25.269 -0.18 -0.06 -0.19
H -7.969 23.597 -25.421 0.07 0.21 -0.57
H -9.225 22.607 -20.629 -0.64 -0.07 -0.64
H -7.942 22.973 -19.920 0.74 0.38 0.08
C -12.042 31.850 -24.027 -2.30 0.70 -1.24
C -11.962 30.663 -23.122 1.73 0.37 1.32
C -12.780 29.423 -23.560 0.86 1.47 0.21
O -12.263 28.250 -23.020 -0.59 -0.21 -0.41
C -13.213 27.213 -23.158 0.41 -0.97 1.48
N -10.499 30.467 -23.022 0.18 -1.60 -0.71
H -13.068 32.104 -24.295 -0.45 0.31 0.30
H -11.668 31.621 -25.025 0.57 -0.25 0.04
H -11.566 32.768 -23.683 0.09 -0.29 0.28
H -12.182 30.893 -22.079 -0.85 0.17 -0.06
H -12.792 29.369 -24.649 -0.13 -0.05 -0.32
H -13.788 29.604 -23.188 -0.36 -0.03 -0.15
H -13.999 27.267 -22.404 -0.28 0.55 0.21
H -12.666 26.325 -22.845 -0.06 -0.29 -0.58
H -13.743 27.083 -24.102 0.58 0.27 -0.47
H -10.245 30.553 -23.996 0.96 -0.38 -0.13
H -10.039 31.252 -22.583 -0.29 0.16 0.28
```
Forces are in eV/Å.

Properties
ΔE to the lowest compared entry with this formula, charge and spin   753.9 kJ/mol
Orbital gap   1.82 eV
LUMO level   -5.80 eV
Electronic energy   -1153.2541 hartree

Calculated atomic charges, method natural (NBO), unit e: number 1, Hg, carries 0.28; number 2, C, carries -0.75; number 3, C, carries 0.76; number 4, O, carries -0.56; number 5, O, carries -0.50; number 6, H, carries 0.22; number 7, H, carries 0.23; number 8, H, carries 0.22; number 9, C, carries -0.61; number 10, C, carries 0.03; number 11, C, carries -0.65; number 12, O, carries -0.31; number 13, H, carries 0.22; number 14, H, carries 0.23; number 15, H, carries 0.22; number 16, H, carries 0.26; number 17, H, carries 0.21; number 18, H, carries 0.23; number 19, H, carries 0.22; number 20, C, carries -0.62; number 21, C, carries -0.07; number 22, C, carries -0.05; number 23, O, carries -0.55; number 24, C, carries -0.24; number 25, N, carries -0.80; number 26, H, carries 0.21; number 27, H, carries 0.20; number 28, H, carries 0.21; number 29, H, carries 0.20; number 30, H, carries 0.16; number 31, H, carries 0.17; number 32, H, carries 0.20; number 33, H, carries 0.16; number 34, H, carries 0.16; number 35, H, carries 0.34; number 36, H, carries 0.35; number 37, C, carries -0.63; number 38, C, carries -0.08; number 39, C, carries -0.06; number 40, O, carries -0.52; number 41, C, carries -0.26; number 42, N, carries -0.80; number 43, H, carries 0.20; number 44, H, carries 0.20; number 45, H, carries 0.22; number 46, H, carries 0.19; number 47, H, carries 0.16; number 48, H, carries 0.17; number 49, H, carries 0.16; number 50, H, carries 0.20; number 51, H, carries 0.17; number 52, H, carries 0.33; number 53, H, carries 0.35



Look up the electronic energy of the first one.
-5324.2355 hartree